# 1
124
Properties=species:S:1:pos:R:3:forces:R:3:mulliken_charge:R:1 method="wB97M-V/def2-TZVPD" gap_ev=10.358 charge=-1 e_tot_ev=-279920.1902
H -3.87599 -4.00333 1.69636 0.29 0.12 0.24 -0.262
O 2.16025 1.75922 -2.48384 1.32 0.43 -1.11 -0.179
H -4.43568 0.16211 -6.72943 -0.20 0.68 0.20 0.416
O 2.62353 -0.07213 -4.27574 -0.36 1.65 0.01 -0.210
As -0.86917 -1.51830 0.43727 0.49 0.16 -0.79 2.146
H 5.84033 -4.80791 -0.23539 0.20 0.40 0.11 0.285
H -4.18509 1.17091 1.67128 -0.38 0.26 0.31 -0.072
H -2.92556 1.90656 3.57212 0.24 -0.37 0.36 0.145
H -5.64418 0.40410 0.95156 -0.09 0.42 -0.17 0.375
H 2.24497 -2.29198 4.52339 -0.03 -0.22 0.01 0.327
P -4.68956 3.48593 0.23243 -0.35 -0.35 0.43 0.641
O -0.16602 1.30398 5.43472 -0.05 0.23 0.38 -0.155
H -3.58745 -1.57784 -1.56583 -0.34 -0.09 0.60 -0.644
O 2.80429 -4.92750 1.69813 2.23 -0.01 1.77 -0.373
C -4.59514 5.65902 -1.31542 0.71 0.92 1.14 -0.815
P 4.03769 -4.27813 2.52336 -1.04 -1.21 2.81 0.977
H 3.62276 2.94252 -0.64131 -0.29 0.72 -0.11 0.174
O -2.48320 2.37072 5.60587 0.84 -0.80 0.50 -0.408
H 3.57188 0.28984 1.48224 0.52 0.42 0.06 0.455
H 3.94015 -1.67574 -4.47815 -0.12 0.19 -0.19 0.292
C -2.02558 3.23398 0.68590 0.11 -0.13 0.16 -0.431
O -4.39010 4.29704 -1.15899 0.12 -4.14 1.14 -0.088
O 5.03846 2.96654 0.78977 1.38 -1.82 1.73 -0.373
H 2.23401 2.81801 -6.97677 -0.33 -0.59 0.24 0.271
O -1.20347 1.75590 7.83358 0.34 0.85 -3.15 -0.706
H -1.90936 -4.31419 -0.86222 -0.16 -0.42 -0.31 -0.358
F -0.39484 -2.73501 -0.85340 -0.84 1.28 1.57 -0.569
C 4.01336 -0.07067 0.55313 -1.66 -0.44 -0.89 -0.626
O 4.45952 1.67344 -3.76952 -1.28 0.10 0.37 -0.704
H 0.56371 0.49834 -2.41559 -0.28 0.20 0.30 0.130
C 5.83007 -4.96445 0.84327 0.61 -0.86 -0.47 -0.872
O 5.25593 0.44623 0.12797 1.23 0.96 0.67 -0.308
H -1.31631 3.93529 1.12545 0.00 -0.01 -0.05 0.430
H 3.77903 2.23914 -6.27084 0.03 0.14 -0.23 0.338
H -3.33922 3.49667 4.14266 0.02 0.00 0.06 0.385
H 0.45937 4.88888 7.50780 0.37 -0.12 0.03 0.250
P -1.07412 2.19491 6.39133 -1.39 0.99 1.27 0.804
C -4.52643 -2.03094 -1.88383 -0.56 -0.20 -0.97 0.659
H 6.94152 0.00420 3.74442 0.19 -0.24 -0.13 0.339
H 5.49026 -0.83261 3.23782 -0.06 -0.02 -0.38 0.122
O -3.76612 -0.42458 -4.87365 2.52 0.43 1.05 -0.189
P 2.99534 1.47015 -3.84033 0.13 -0.64 -0.47 0.787
Cl -5.88571 -0.87230 -1.86651 0.39 0.24 -0.12 -0.188
H 0.14570 2.18109 -1.89092 0.78 -0.07 0.66 0.055
C 3.39444 -1.13146 -3.70739 0.50 0.14 0.35 -0.550
O -0.53513 3.73216 6.15766 0.06 -2.00 0.36 -0.276
H -0.09194 -1.70571 -4.82353 0.08 0.30 0.09 0.237
H -4.41683 2.49928 -3.37942 -0.04 0.06 -0.12 0.309
F -1.29866 -0.30514 1.63510 0.43 -0.38 -0.39 -0.429
H 0.37088 1.83759 -3.53256 0.16 -0.11 -0.19 0.330
H 5.18770 2.80830 -1.28667 0.37 0.26 -0.08 0.334
H -0.21700 -0.83144 5.38447 0.39 0.38 0.13 0.383
O -1.33296 -0.20082 -4.08077 -2.29 1.28 -1.95 0.631
F -1.43845 -0.40708 -0.88761 0.62 -1.13 1.23 -0.392
H 1.56705 -3.54728 3.41355 0.05 -0.07 0.32 0.406
H 3.98378 -1.15885 0.60860 0.75 -0.10 0.14 0.221
Cl -5.58206 -3.77611 3.21797 -0.30 -0.08 0.39 -0.197
C 0.71216 4.13561 6.76161 -0.25 -0.16 -0.58 -0.695
P -2.41178 0.44324 -5.14417 -0.52 0.09 0.79 0.639
F 0.77027 -0.85307 0.32064 -1.16 -0.49 0.16 -0.478
C 6.32720 -0.23511 2.87640 -0.11 0.96 0.70 -0.573
C -4.67278 0.85515 0.74903 1.03 -0.76 1.20 -0.132
F -0.34739 -2.66855 1.72712 -0.67 1.13 -1.52 -0.451
H -3.57335 6.03389 -1.25608 -0.17 0.87 -0.53 0.305
C 4.62777 3.34743 -0.52253 -0.11 -1.14 -0.56 -0.615
O 4.48296 -5.15612 3.66956 -0.79 1.47 -2.50 -0.816
O 2.23998 2.37589 -4.94653 -0.85 -1.51 2.23 -0.289
P 5.99489 1.63450 0.96246 1.37 -0.30 -0.87 1.041
C 2.15591 -2.63340 3.49208 -0.65 -0.39 0.36 -0.597
H -1.72130 -2.28622 -4.60144 -0.70 0.72 -0.46 0.317
H 1.24240 -4.39736 0.66333 -0.03 0.34 -0.52 -0.101
C 2.87214 2.81712 -6.09309 1.19 0.90 -1.14 -0.813
H 2.63096 -3.36090 0.24977 0.21 0.09 0.44 0.056
H -2.88591 2.52782 -2.55003 0.06 -0.10 0.06 0.090
O -2.83065 1.85313 -4.44745 1.81 -1.59 -2.47 -0.433
H -4.40416 -2.34810 -2.91948 -0.06 0.13 0.12 0.297
H 6.92198 -0.76628 2.13331 -0.23 0.33 -0.23 0.321
H 3.31970 0.14906 -0.25846 -0.31 0.21 0.12 0.181
H 1.32187 4.53360 5.95046 -0.01 0.29 0.17 0.263
H 1.26461 3.28828 7.16771 -0.18 0.07 0.33 0.310
Cl -5.05386 -3.46604 -0.99491 0.52 0.13 0.19 -0.142
O 7.42132 1.85223 0.51262 -2.88 -0.50 0.86 -0.737
H -1.42828 -5.07068 0.59828 -0.13 -0.55 0.09 0.009
C 2.32207 -4.37180 0.51579 -1.36 -0.18 -1.08 -0.121
H 6.83490 -5.07706 1.25035 0.03 0.32 -0.14 0.284
F -2.55462 -2.05956 0.58084 1.22 -0.32 -0.47 -0.467
O 3.47050 -2.84849 2.99002 1.13 -0.14 -1.16 -0.055
H 4.74517 4.42394 -0.64683 -0.24 -0.18 0.13 0.345
H -5.09701 5.86586 -2.26064 0.05 0.02 0.20 0.200
H -1.97402 3.30958 -0.40024 0.06 -0.22 0.00 0.135
O -5.96738 3.95925 0.84486 2.23 -0.51 -0.25 -0.756
O -2.06097 0.50669 -6.58720 -0.05 0.19 1.89 -0.804
H -3.85425 -2.38729 2.46502 0.06 -0.32 0.15 -0.179
C -3.49262 1.93899 -3.23799 -0.98 0.73 1.87 -0.184
H 1.57357 -1.89624 2.93929 0.62 0.17 -0.35 -0.010
Cl -0.52391 -6.15506 -1.26861 1.01 -0.40 -0.54 -0.184
H -5.64858 0.27007 -5.31759 0.15 0.23 -0.20 0.242
H -3.98602 0.07383 0.42342 -0.18 -0.01 -0.57 -0.055
H -0.85161 -1.91173 -3.20536 0.51 0.00 0.01 -0.129
H -1.65573 3.14611 3.82355 0.12 -0.20 0.09 0.377
H -0.27705 0.07934 3.80874 0.64 -0.16 0.21 0.133
H -5.11323 6.02589 -0.42938 -0.45 0.38 -0.36 0.336
C 0.75508 1.56293 -2.55019 -1.22 -0.71 -0.99 -0.203
H -3.78680 1.01915 -2.73257 0.36 -0.30 -0.36 0.057
O -3.31225 3.59125 1.17420 -2.83 0.69 -1.00 -0.282
H -5.06828 -1.25404 -6.05578 -0.71 -0.01 0.00 0.269
Cl -3.26345 -6.23404 -0.45700 0.16 0.11 0.35 -0.200
H 4.12564 -0.68411 -3.03411 0.09 -0.37 0.19 0.268
C -2.57965 2.71803 4.21241 -0.19 0.80 0.10 -0.554
H 5.37574 -5.94762 0.96591 -0.50 0.14 0.41 0.371
C -0.57077 0.05508 4.85814 -0.67 -0.25 -0.96 -0.616
H 2.57030 -5.04236 -0.30692 0.03 0.05 -0.12 0.389
C -4.80059 -0.23361 -5.78162 -0.77 -1.36 -1.23 -0.943
H 2.74898 -1.83763 -3.18506 -0.13 0.21 0.06 0.140
H -1.64648 -0.07444 4.73910 -0.29 0.42 0.63 0.305
C -0.99436 -1.56460 -4.22871 0.77 -1.42 0.90 -0.499
H 3.12477 3.86910 -5.96042 0.34 0.03 0.10 0.275
Cl -2.65433 -3.98954 3.75702 -0.58 0.14 -0.37 -0.193
C -1.74373 -5.29672 -0.42029 -0.90 1.01 0.52 0.692
O 5.80490 1.08131 2.48066 -0.01 0.78 -1.24 -0.341
C -3.96006 -3.45848 2.63666 0.44 0.06 -0.35 0.754
H -1.81816 2.23301 1.06422 0.27 -0.11 -0.42 0.061
O -4.69056 1.90180 -0.18618 0.01 2.61 -1.18 0.110
O 5.16353 -3.88244 1.47874 -0.66 0.25 0.13 -0.206



# 2
117
Properties=species:S:1:pos:R:3:forces:R:3:mulliken_charge:R:1 method="wB97M-V/def2-TZVPD" gap_ev=9.580 de_lowest_ev=0.000 charge=0 smiles="COP(=O)(OC)OC.COP(=O)(OC)OC.COP(=O)(OC)OC.COP(=O)(OC)OC.COP(=O)(OC)OC.COP(=O)(OC)OC.ClCCl.ClCCl.ClCCl" e_tot_ev=-202770.6930
H 1.80821 -7.09383 4.93154 -0.04 -0.01 -0.69 0.270
H 5.75835 -6.19521 4.33613 0.08 -0.13 0.01 0.258
O 1.66124 2.75783 -5.49890 0.49 -0.08 0.32 -0.734
H -2.14780 -7.13260 -0.58258 0.56 -0.16 -0.04 0.284
H 6.48568 0.62049 2.31548 -0.38 -0.31 0.36 0.295
C -4.37049 3.94612 -4.50748 -0.05 -0.52 0.20 -0.844
Cl 0.24481 -1.34507 0.71009 -0.30 -0.50 0.18 0.187
H -1.07455 -6.02253 1.68820 0.63 -0.42 -0.10 0.366
H -1.87076 -0.89437 -2.03660 -0.05 -0.01 0.02 -0.307
H 1.98913 1.58306 5.37399 -0.19 0.22 -0.03 0.237
C -2.57120 2.24223 -0.80076 1.90 -0.47 1.55 -0.064
O -1.11808 5.27515 1.08151 -0.07 0.13 -0.43 -0.186
C 0.32977 0.37479 -8.20102 -0.13 -0.92 -0.26 -0.722
O 2.84495 -4.81490 1.60575 -0.11 -0.50 -1.40 -0.004
H -7.45840 1.89360 -0.91416 0.05 0.13 -0.33 0.252
C 1.09322 -6.32516 4.61312 0.00 -0.07 0.78 -0.829
Cl -1.38808 -1.67656 3.58530 -0.12 -0.41 -0.23 -0.064
H 2.25338 3.82487 -7.97695 0.04 -0.19 0.12 0.352
P 0.36397 -5.93888 -0.67245 1.55 -2.98 1.26 0.286
H 1.39136 2.99857 -9.31976 0.02 -0.03 0.15 0.254
O -3.95598 1.06214 -3.24107 0.46 -0.82 -0.42 -0.682
H 4.48950 -5.80806 5.52187 0.20 -0.06 -0.03 0.289
H 5.99308 1.99213 1.43715 -0.14 0.34 0.04 0.279
H 2.00772 0.17367 0.28452 0.07 -0.58 0.13 0.077
O 3.80437 -0.47347 2.06387 0.19 0.64 0.38 -0.576
H -2.16422 -7.31745 -2.36823 0.61 -0.47 0.17 0.299
C -0.93990 -4.99777 1.34600 -0.98 -0.65 0.94 -0.875
H -2.15497 8.30889 4.07965 0.13 0.09 -0.11 0.272
H 1.34936 2.69299 4.07436 0.11 -0.06 0.41 0.030
Cl -3.27119 -1.27335 -0.18403 -0.10 0.15 0.15 -0.202
H -3.49510 4.47442 -4.85082 -0.06 0.67 -0.12 0.279
H 5.21368 -1.84073 5.05195 0.22 -0.18 0.55 0.248
H -0.11584 -0.53040 -7.76950 0.14 0.20 -0.05 0.272
H 3.46090 -3.15009 2.67257 0.13 0.02 -0.38 0.289
H -4.78603 6.92712 0.08305 0.18 0.30 0.56 0.344
H -4.42980 3.06693 -5.14999 -0.24 -0.22 0.23 0.336
H 0.17142 3.72970 1.21722 0.27 0.11 -0.06 -0.076
C 0.13178 4.78453 1.49957 0.63 -0.48 -0.08 -0.388
P 0.68166 2.24687 -6.44357 1.24 0.86 -0.79 1.146
O 1.57545 -5.43003 3.61011 -0.62 0.12 0.27 -0.054
H -1.66834 2.40018 -4.17122 -0.17 -0.29 0.05 -0.099
H -0.58277 -0.03951 4.95135 -0.25 0.51 -0.25 0.239
H 0.31183 4.84994 2.57253 -0.26 0.16 0.04 0.292
H 3.07358 2.72927 4.56944 0.07 0.26 0.04 0.362
P -2.19956 5.87967 2.02738 -2.68 -1.91 0.13 1.232
O -0.68627 1.85537 -5.87233 -1.32 -0.23 0.29 -0.202
H 1.91046 -3.04136 1.80610 0.24 0.16 -0.03 0.112
O -1.38718 6.75812 2.98698 1.17 0.81 0.49 -0.323
H -2.34456 0.16135 4.57493 0.18 0.38 -0.04 0.394
C 0.96896 0.03391 -0.00341 0.83 1.30 -0.27 0.237
O 2.84082 -7.29863 2.34473 0.01 2.70 0.69 -0.792
O 4.79750 1.66288 3.07164 0.37 1.01 0.42 -0.304
H -4.08653 5.35361 0.13713 0.59 0.08 0.17 0.294
C -0.89512 1.70077 -4.47618 -0.01 -0.63 0.92 -0.373
C 4.69050 -6.22944 4.52993 0.02 -0.18 1.01 -0.817
C 2.19664 2.10597 4.43783 -0.17 0.09 0.18 -0.563
H 2.71409 -3.69508 -1.11922 0.04 0.08 -0.18 0.144
H 6.03165 -0.87556 3.88949 -0.10 0.42 -0.06 0.319
H -6.03554 0.89218 -0.75677 -0.15 -0.12 -0.33 0.256
H 1.01919 -3.20873 -1.14116 -0.24 -0.47 0.25 0.055
H -3.57233 -1.17368 -2.47660 -0.12 -0.29 -0.45 0.484
C -1.99552 -6.63029 -1.53849 -2.01 -0.75 -0.40 -0.730
H -0.47510 1.00673 -8.55095 -0.14 0.41 0.08 0.348
O -3.10944 4.91593 2.70662 0.93 0.79 -0.76 -0.724
H -1.93365 -4.76430 0.97353 -0.04 0.75 -0.16 0.261
P 2.81883 -5.84079 2.71990 -0.02 -4.69 0.33 0.666
H -3.39339 6.67547 -0.89967 0.13 -0.42 0.11 0.271
C 5.42365 -0.81361 4.79181 -0.89 0.12 0.04 -0.690
H 4.33695 -7.26715 4.55050 0.04 0.21 -0.46 0.339
H 0.47361 0.94591 0.31078 -0.45 -0.10 -0.04 -0.355
O 4.11124 -0.21284 4.60319 0.27 0.26 -0.53 -0.359
H -0.65801 -4.43515 2.22804 -0.14 0.38 -0.01 0.073
H -2.88272 -6.00377 -1.66559 0.39 0.78 0.25 0.243
H 0.91771 -5.77130 5.53548 -0.18 0.40 -0.18 0.310
H 0.15234 -6.77948 4.30270 0.19 -0.08 -0.16 0.249
O -0.79575 -5.94838 -1.69818 -1.02 0.72 -1.13 -0.181
O 0.26059 3.27795 -7.58100 0.01 -0.03 -0.17 -0.312
H 6.78162 2.19285 3.02223 -0.27 0.13 0.07 0.294
O -4.12168 3.62628 -3.13485 0.14 -0.55 0.25 -0.238
H 3.41418 -3.09321 0.84551 0.14 0.50 0.32 0.177
C -1.94524 7.24609 4.17963 -0.68 0.66 1.27 -0.758
O 2.43419 1.13938 3.42926 -0.49 0.03 -0.33 0.453
O -5.98526 2.27051 -2.31108 -1.34 0.52 0.10 -0.445
H -2.88108 6.76876 4.48930 0.18 -0.27 -0.48 0.335
H 5.86821 -0.20773 5.57718 0.45 -0.44 0.00 0.250
C -2.75139 -1.50662 -1.86774 0.42 -0.08 0.58 0.112
P 3.81143 0.47353 3.19565 -0.38 -2.53 -0.60 0.512
Cl -0.96364 1.16091 2.92620 -0.07 0.16 0.03 -0.009
O -3.93421 2.39119 -1.06445 0.18 0.17 1.36 -0.202
C -6.70536 1.35578 -1.49459 0.10 -0.29 0.69 -0.581
Cl -2.26639 -3.20174 -2.09373 -0.15 0.31 -0.27 -0.122
O 0.04985 -4.82710 0.37891 0.07 0.75 0.30 0.987
O 4.05114 -5.40257 3.59267 0.58 0.52 -0.07 -0.292
H 1.77506 -3.62077 -2.64025 0.25 -0.04 -0.35 0.366
O 1.18393 0.98754 -7.25058 0.36 -0.06 0.04 -0.342
Cl 0.94984 -0.00249 -1.78358 -0.12 -0.05 -0.12 -0.165
C 6.05565 1.61115 2.45446 1.25 -0.01 -1.02 -0.734
H 1.00062 4.67263 -8.86611 -0.05 -0.12 -0.03 0.237
H -7.18086 0.61626 -2.13016 0.01 -0.16 0.04 0.272
C -1.35150 -0.01624 4.17283 0.12 -0.61 0.58 -0.613
H -0.01359 1.84688 -3.85813 0.39 0.58 -0.40 0.333
C -3.82133 6.41539 0.07323 -0.69 0.15 -1.04 -0.728
O -2.93439 6.90349 1.07632 -0.21 -0.01 0.17 -0.421
H -1.94018 1.89632 -1.61904 -0.37 0.17 -0.41 0.102
H -1.13256 0.65359 -4.27176 -0.66 0.22 -0.21 0.247
H 0.93607 0.09564 -9.06010 0.06 -0.06 0.02 0.268
H -2.13443 3.12687 -0.34587 -0.26 0.66 -0.49 -0.022
O 1.49543 -5.27398 -1.48388 0.56 0.43 -0.38 -0.380
H 0.88545 5.37695 0.97911 0.13 -0.29 0.05 0.337
H -1.24641 7.10330 4.99726 0.28 -0.01 -0.07 0.262
P -4.45361 2.20545 -2.49492 -0.03 1.06 -1.70 1.151
H -2.41226 1.52463 0.00299 -0.45 -0.45 -0.07 0.187
C 1.29966 3.69641 -8.48436 -0.26 0.39 -0.08 -0.726
H -5.30864 4.49890 -4.51178 0.23 0.22 -0.46 0.270
C 2.92981 -3.42974 1.75725 -0.42 1.04 0.16 -0.278
O 0.67219 -7.28970 -0.12762 -0.62 1.68 -0.54 -0.708
C 1.75067 -3.87663 -1.59183 0.27 0.34 -0.04 -0.342